Entry 1:
{
  "formula": "C2H3OZn",
  "method": "wB97M-V/def2-TZVPD",
  "symbols": ["H", "O", "C", "C", "H", "H", "Zn"],
  "positions_angstrom": [[-0.564, 0.071, -1.309], [1.038, -0.943, -0.284], [-0.207, -0.563, -0.344], [-0.784, 0.446, 0.393], [-1.868, 0.565, 0.332], [-0.303, 0.802, 1.311], [2.689, -0.378, -0.099]],
  "nbo_charge": [0.174, -1.040, 0.117, -0.475, 0.207, 0.168, 0.849],
  "e_lumo_ev": [0.23, -1.82],
  "energy_ha": -1932.4130,
  "gap_ev": [8.2, 6.4],
  "e_homo_ev": [-8.0142, -8.2497],
  "multiplicity": 2,
  "charge": 0
}

Entry 2:
{
  "formula": "C2H40O20V",
  "method": "wB97M-V/def2-TZVPD",
  "symbols": ["V", "O", "C", "C", "O", "H", "H", "H", "H", "O", "H", "H", "O", "H", "H", "O", "H", "H", "O", "H", "H", "O", "H", "H", "O", "H", "H", "O", "H", "H", "O", "H", "H", "O", "H", "H", "O", "H", "H", "O", "H", "H", "O", "H", "H", "O", "H", "H", "O", "H", "H", "O", "H", "H", "O", "H", "H", "O", "H", "H", "O", "H", "H"],
  "positions_angstrom": [[8.199, 6.592, 5.692], [9.165, 5.549, 7.206], [8.018, 5.183, 7.899], [7.024, 4.616, 6.985], [6.462, 5.676, 6.213], [7.657, 6.148, 8.214], [8.221, 4.551, 8.778], [6.262, 4.127, 7.584], [7.319, 3.764, 6.400], [4.204, 4.129, 6.120], [4.546, 3.359, 6.620], [4.952, 4.753, 6.193], [10.596, 5.753, 9.349], [10.987, 6.614, 9.439], [9.903, 5.698, 8.689], [7.426, 2.034, 9.163], [7.462, 2.188, 10.098], [8.344, 2.250, 9.065], [4.619, 6.786, 7.894], [5.373, 6.307, 7.515], [5.159, 7.219, 8.552], [6.137, 4.918, 10.233], [6.057, 4.336, 10.959], [6.998, 4.796, 9.826], [8.919, 7.986, 10.442], [9.304, 7.126, 10.452], [9.442, 8.537, 11.066], [8.670, 8.378, 7.202], [8.307, 8.315, 8.055], [8.534, 9.309, 6.903], [10.490, 2.639, 9.488], [11.253, 2.526, 8.967], [10.225, 3.518, 9.293], [9.449, 5.153, 4.440], [10.222, 5.176, 5.000], [9.733, 5.530, 3.611], [3.956, 3.774, 9.011], [4.783, 4.171, 9.176], [3.459, 4.522, 8.757], [7.716, 0.946, 5.918], [8.291, 1.482, 5.338], [7.666, 0.099, 5.445], [5.754, 8.560, 5.931], [5.199, 8.137, 6.589], [5.309, 8.325, 5.145], [5.559, 1.719, 7.076], [6.423, 1.714, 6.710], [5.819, 1.842, 7.970], [11.566, 6.470, 5.737], [11.899, 7.177, 5.200], [12.202, 5.751, 6.028], [6.523, 3.749, 4.059], [6.851, 3.783, 4.939], [5.912, 4.491, 3.925], [10.535, 3.408, 6.525], [10.051, 4.211, 6.814], [10.459, 3.375, 5.573], [7.146, 6.944, 3.809], [6.236, 6.759, 3.609], [7.291, 7.527, 3.054], [6.512, 8.359, 9.218], [6.136, 9.304, 9.328], [7.305, 8.265, 9.767]],
  "nbo_charge": [1.375, -0.950, -0.109, -0.139, -0.954, 0.160, 0.131, 0.206, 0.147, -0.999, 0.499, 0.469, -1.004, 0.474, 0.500, -0.942, 0.460, 0.487, -0.980, 0.483, 0.481, -0.940, 0.477, 0.474, -0.978, 0.503, 0.492, -0.946, 0.509, 0.494, -0.947, 0.481, 0.473, -0.927, 0.507, 0.481, -0.957, 0.471, 0.476, -0.938, 0.477, 0.485, -0.957, 0.504, 0.454, -0.961, 0.476, 0.478, -0.980, 0.489, 0.519, -0.932, 0.464, 0.468, -0.995, 0.490, 0.454, -0.921, 0.499, 0.486, -0.995, 0.490, 0.506],
  "e_lumo_ev": [-0.88, -1.02],
  "energy_ha": -2548.9552,
  "gap_ev": [6.8, 7.5],
  "e_homo_ev": [-7.6725, -8.5424],
  "relative_energy_kcal_mol": 55.14,
  "multiplicity": 4,
  "charge": 0
}

Entry 3:
{
  "formula": "C2H42O21",
  "method": "wB97M-V/def2-TZVPD",
  "symbols": ["O", "C", "C", "O", "H", "H", "H", "H", "O", "H", "H", "O", "H", "H", "O", "H", "H", "O", "H", "H", "O", "H", "H", "O", "H", "H", "O", "H", "H", "O", "H", "H", "O", "H", "H", "O", "H", "H", "O", "H", "H", "O", "H", "H", "O", "H", "H", "O", "H", "H", "O", "H", "H", "O", "H", "H", "O", "H", "H", "O", "H", "H", "O", "H", "H"],
  "positions_angstrom": [[1.047, 1.662, -0.454], [0.535, 0.324, -0.378], [-0.464, 0.219, 0.758], [-0.923, -1.075, 0.709], [1.234, -0.431, -0.196], [0.004, 0.158, -1.283], [-1.359, 0.823, 0.740], [-0.027, 0.204, 1.755], [-0.617, -4.408, 1.506], [-1.505, -4.052, 1.446], [-0.176, -3.625, 1.179], [-2.533, 2.898, 2.460], [-3.309, 2.891, 1.894], [-2.736, 2.122, 2.980], [3.429, -1.720, -0.532], [3.565, -0.850, -0.821], [2.578, -1.831, -0.167], [0.751, 2.454, -2.808], [0.728, 2.051, -1.905], [1.660, 2.656, -2.979], [-0.212, -2.760, -1.179], [0.483, -2.509, -1.850], [-0.225, -2.115, -0.476], [0.158, 0.522, -4.263], [-0.212, -0.238, -3.749], [0.373, 1.254, -3.627], [1.471, -1.843, -3.042], [1.321, -1.886, -4.010], [1.944, -1.065, -2.800], [-1.605, -1.372, 3.150], [-1.289, -2.184, 3.541], [-1.329, -1.422, 2.209], [-0.047, 0.694, 4.159], [-0.584, -0.101, 4.032], [-0.158, 1.151, 3.332], [2.103, 1.939, 2.015], [1.553, 2.436, 2.553], [1.551, 1.733, 1.232], [2.609, 3.811, -0.819], [2.459, 4.455, -0.077], [2.064, 3.004, -0.717], [-1.394, 3.009, -0.365], [-0.497, 2.689, -0.263], [-1.792, 2.963, 0.543], [2.796, 0.355, -1.998], [3.529, 0.828, -2.372], [2.215, 0.921, -1.484], [-3.724, 0.004, 0.659], [-2.801, -0.157, 0.625], [-4.139, -0.681, 1.180], [-1.838, -1.308, -2.742], [-1.216, -1.833, -2.223], [-2.331, -2.062, -3.108], [1.248, -2.063, 1.717], [0.510, -1.545, 1.363], [1.887, -1.412, 1.945], [-2.923, -2.744, -0.174], [-3.691, -2.381, -0.692], [-2.312, -2.027, 0.121], [2.885, -0.311, 3.360], [2.546, 0.496, 3.007], [3.630, -0.538, 2.778], [-2.591, 1.372, -1.979], [-2.061, 0.628, -2.217], [-2.246, 1.821, -1.197]],
  "nbo_charge": [-1.024, -0.122, -0.062, -1.011, 0.157, 0.168, 0.148, 0.136, -0.959, 0.467, 0.491, -0.947, 0.473, 0.484, -0.979, 0.479, 0.482, -0.956, 0.499, 0.462, -1.020, 0.496, 0.493, -1.045, 0.477, 0.486, -0.981, 0.484, 0.516, -1.020, 0.471, 0.504, -0.979, 0.500, 0.455, -0.982, 0.457, 0.512, -1.006, 0.466, 0.516, -0.974, 0.504, 0.475, -1.001, 0.477, 0.513, -0.964, 0.489, 0.467, -0.994, 0.499, 0.461, -1.008, 0.482, 0.475, -1.013, 0.469, 0.514, -0.968, 0.498, 0.456, -1.003, 0.481, 0.481],
  "e_lumo_ev": 4.75,
  "energy_ha": -1681.4926,
  "gap_ev": 8.1,
  "e_homo_ev": -3.3813,
  "relative_energy_kcal_mol": 3.95,
  "charge": -2
}

Entry 4:
{
  "formula": "C2H46O23",
  "method": "wB97M-V/def2-TZVPD",
  "symbols": ["O", "C", "C", "O", "H", "H", "H", "H", "O", "H", "H", "O", "H", "H", "O", "H", "H", "O", "H", "H", "O", "H", "H", "O", "H", "H", "O", "H", "H", "O", "H", "H", "O", "H", "H", "O", "H", "H", "O", "H", "H", "O", "H", "H", "O", "H", "H", "O", "H", "H", "O", "H", "H", "O", "H", "H", "O", "H", "H", "O", "H", "H", "O", "H", "H", "O", "H", "H", "O", "H", "H"],
  "positions_angstrom": [[0.938, -1.014, 0.770], [0.610, -0.315, -0.380], [-0.768, 0.390, -0.163], [-1.098, 1.176, -1.280], [0.385, -0.999, -1.172], [1.365, 0.360, -0.700], [-0.555, 0.926, 0.661], [-1.593, -0.207, 0.095], [0.897, 3.251, 2.080], [0.175, 3.149, 1.422], [0.462, 3.669, 2.837], [-1.577, 3.440, 0.852], [-1.683, 4.239, 0.319], [-1.318, 2.808, 0.183], [3.101, 2.166, 0.187], [3.957, 1.931, -0.147], [3.049, 1.382, 0.754], [-3.740, 1.088, -0.898], [-2.812, 1.213, -0.971], [-4.330, 1.832, -1.017], [1.822, -2.990, -0.573], [2.663, -3.164, -0.150], [1.366, -2.240, -0.124], [0.972, 0.624, -3.198], [0.333, 0.881, -2.601], [1.019, -0.315, -3.159], [1.550, -2.447, 3.043], [1.459, -1.850, 2.307], [1.190, -3.248, 2.637], [3.745, -1.073, 1.108], [4.187, -0.891, 0.292], [2.877, -0.988, 0.810], [0.012, -4.316, 1.275], [-0.531, -3.545, 1.330], [0.802, -4.009, 0.833], [-1.458, 2.787, 3.468], [-1.616, 2.970, 2.537], [-1.671, 1.867, 3.567], [-2.935, -2.267, -0.309], [-2.124, -2.431, -0.771], [-3.528, -1.947, -0.950], [0.778, 3.046, -1.158], [1.403, 2.693, -0.512], [0.040, 2.405, -1.172], [1.427, -2.174, -3.232], [2.278, -2.576, -3.437], [1.290, -2.168, -2.308], [3.856, -0.367, -1.670], [3.098, -0.926, -1.793], [4.708, -0.858, -1.760], [-1.240, 0.193, 3.306], [-0.588, -0.067, 4.020], [-0.739, 0.079, 2.522], [-3.957, 1.323, 1.921], [-4.277, 2.257, 1.931], [-3.726, 1.224, 0.989], [-0.680, -3.475, -1.595], [0.269, -3.542, -1.444], [-0.636, -3.046, -2.474], [-1.599, -0.975, -2.743], [-2.346, -0.565, -3.160], [-1.402, -0.370, -2.020], [1.706, 0.809, 2.456], [1.631, 1.736, 2.311], [1.357, 0.404, 1.603], [-1.279, -2.178, 1.736], [-1.927, -2.305, 1.004], [-0.573, -1.650, 1.396], [-1.845, 2.974, -3.304], [-1.416, 2.657, -2.518], [-1.209, 3.547, -3.700]],
  "mulliken_charge": [2.959, 1.535, -0.561, -0.785, -1.199, 0.260, 0.213, 1.208, -0.758, 0.432, 0.320, -0.635, 0.214, 0.439, -0.636, 0.299, 0.293, -0.763, 0.318, 0.238, -0.966, 0.291, -0.191, -0.730, 0.465, 0.435, -0.741, -0.020, 0.554, -0.720, 0.445, -0.036, -0.857, 0.447, 0.220, -0.746, 0.316, 0.380, -0.756, 0.160, 0.375, -0.736, 0.524, -0.290, -0.704, 0.210, -0.168, -0.668, 0.442, 0.260, -0.738, 0.258, 0.391, -0.606, 0.278, 0.312, -0.780, 0.474, 0.310, -0.618, 0.240, -0.196, -0.660, 0.608, -1.115, -0.874, 0.771, -0.525, -0.715, 0.300, 0.299],
  "e_lumo_ev": 4.22,
  "energy_ha": -1834.3466,
  "gap_ev": 7.3,
  "e_homo_ev": -3.0466,
  "relative_energy_kcal_mol": 44.48,
  "charge": -2
}

Entry 5:
{
  "formula": "C2H4BClO2",
  "method": "wB97M-V/def2-TZVPD",
  "symbols": ["B", "C", "C", "O", "O", "Cl", "H", "H", "H", "H"],
  "positions_angstrom": [[0.327, -0.548, 0.435], [-0.974, 0.063, -0.117], [-0.909, 1.309, -0.597], [0.469, -1.849, 0.844], [1.537, 0.161, 0.453], [-2.248, 2.024, -1.471], [-1.785, -0.539, -0.300], [-0.096, 1.931, -0.592], [1.240, -2.329, 0.887], [2.439, -0.224, 0.458]],
  "nbo_charge": [1.099, -0.586, -0.087, -0.901, -0.936, -0.030, 0.232, 0.211, 0.494, 0.504],
  "e_lumo_ev": 0.31,
  "energy_ha": -714.2039,
  "gap_ev": 10.2,
  "e_homo_ev": -9.8547,
  "relative_energy_kcal_mol": 0.00,
  "charge": 0,
  "smiles": "OB(O)/C=C/Cl"
}

Entry 6:
{
  "formula": "C2H4Br2",
  "method": "wB97M-V/def2-TZVPD",
  "symbols": ["C", "C", "Br", "Br", "H", "H", "H", "H"],
  "positions_angstrom": [[-0.195, -0.040, -0.233], [0.092, 1.030, 0.722], [-0.756, 2.655, 0.604], [3.057, 2.547, -0.442], [0.558, -0.822, -0.167], [-1.178, -0.484, -0.023], [-0.252, 0.348, -1.250], [0.774, 0.920, 1.546]],
  "nbo_charge": [-0.716, -0.158, 0.157, -0.228, 0.242, 0.241, 0.246, 0.215],
  "e_lumo_ev": [-0.81, -3.22],
  "energy_ha": -5226.5316,
  "gap_ev": [9.4, 4.9],
  "e_homo_ev": [-10.2278, -8.1353],
  "relative_energy_kcal_mol": 64.71,
  "charge": 0
}

Entry 7:
{
  "formula": "C2H4Br2",
  "method": "wB97M-V/def2-TZVPD",
  "symbols": ["Br", "C", "C", "Br", "H", "H", "H", "H"],
  "positions_angstrom": [[-0.889, 1.488, -1.499], [0.341, 0.677, -0.179], [-0.114, -0.599, 0.480], [-0.955, -1.801, -0.744], [0.516, 1.522, 0.487], [1.263, 0.430, -0.706], [-0.864, -0.526, 1.268], [0.702, -1.191, 0.893]],
  "nbo_charge": [-0.012, -0.442, -0.476, 0.010, 0.236, 0.222, 0.227, 0.235],
  "e_lumo_ev": 0.63,
  "energy_ha": -5226.6233,
  "gap_ev": 10.6,
  "e_homo_ev": -9.9633,
  "relative_energy_kcal_mol": 7.14,
  "charge": 0,
  "smiles": "BrCCBr"
}

Entry 8:
{
  "formula": "C2H4BrFO",
  "method": "wB97M-V/def2-TZVPD",
  "symbols": ["C", "C", "O", "F", "Br", "H", "H", "H", "H"],
  "positions_angstrom": [[-1.080, 0.767, 0.450], [0.557, -0.276, -0.063], [0.329, -0.859, -1.232], [0.641, -1.174, 0.953], [2.195, 0.773, -0.032], [-1.856, 0.079, 0.279], [-0.885, 0.755, 1.526], [-0.978, 1.467, -0.359], [1.076, -1.532, -1.522]],
  "nbo_charge": [-0.577, 0.555, -0.716, -0.370, -0.045, 0.199, 0.231, 0.229, 0.493],
  "e_lumo_ev": 0.58,
  "energy_ha": -2827.6544,
  "gap_ev": 10.5,
  "e_homo_ev": -9.9362,
  "relative_energy_kcal_mol": 49.20,
  "charge": 0
}

Entry 9:
{
  "formula": "C2H4BrFO",
  "method": "wB97M-V/def2-TZVPD",
  "symbols": ["C", "C", "O", "F", "Br", "H", "H", "H", "H"],
  "positions_angstrom": [[-0.152, -0.173, 0.247], [-0.305, 0.661, -0.962], [0.659, -1.041, -2.579], [0.941, -2.051, -1.708], [-1.906, 0.828, -1.810], [-1.130, -0.438, 0.553], [0.384, -1.173, -0.037], [0.265, 0.465, 1.104], [0.621, 1.130, -1.490]],
  "nbo_charge": [-0.713, -0.292, 0.105, -0.093, 0.100, 0.220, 0.233, 0.232, 0.207],
  "e_lumo_ev": [0.80, -2.71],
  "energy_ha": -2827.4388,
  "gap_ev": [8.3, 7.7],
  "e_homo_ev": [-7.5228, -10.4583],
  "relative_energy_kcal_mol": 83.79,
  "multiplicity": 3,
  "charge": 0
}

Entry 10:
{
  "formula": "C2H4BrN",
  "method": "wB97M-V/def2-TZVPD",
  "symbols": ["C", "C", "N", "Br", "H", "H", "H", "H"],
  "positions_angstrom": [[-1.082, -0.887, 0.502], [0.337, -0.308, 0.476], [-1.980, -1.192, -0.264], [-3.848, -1.448, 0.071], [-1.289, -0.565, 2.714], [1.054, -0.942, 0.100], [0.801, 0.013, 1.470], [0.364, 0.574, -0.225]],
  "nbo_charge": [0.353, -0.698, -0.488, 0.182, -0.089, 0.239, 0.253, 0.248],
  "e_lumo_ev": [-0.85, -1.00],
  "energy_ha": -2707.1667,
  "gap_ev": [9.0, 7.0],
  "e_homo_ev": [-9.8680, -8.0391],
  "relative_energy_kcal_mol": 120.72,
  "charge": 0
}